2 unconnected molecules or ions with the total composition C5H13NO3 in a non-equilibrium geometry. Source: the Open Molecules 2025 dataset; level of theory: the ωB97M-V functional and the def2-TZVPD basis.

* HOMO: -7.897 eV
* relative energy (zero: lowest compared OMol25 entry of this formula, charge and spin): 131.8 kJ/mol
* SMILES: C/C(O)=C/N.CC(O)O
* LUMO level: 0.72 eV
* HOMO-LUMO gap: 0.3168 Eh

Geometry (Å):
H: 1.734 2.171 1.042
H: 2.878 1.769 -0.243
H: -0.889 -0.142 1.200
H: 1.036 0.320 2.389
O: 1.995 -0.745 -0.618
H: -2.213 -0.256 -2.624
H: -0.401 0.029 -0.894
H: -2.652 1.630 -0.383
C: 1.175 -0.351 1.553
H: 1.156 1.974 -0.608
H: -1.974 -1.719 -1.643
N: 1.188 -1.718 1.876
H: 1.317 -2.289 1.051
C: -2.312 -0.688 -1.633
H: 2.347 -0.243 -1.360
C: -1.479 0.110 -0.638
H: 0.381 -2.018 2.405
C: 1.635 0.140 0.389
O: -1.751 1.489 -0.700
H: -3.356 -0.668 -1.335
O: -1.683 -0.390 0.642
C: 1.867 1.597 0.131